Here is C14H33N7O6Sr as an isolated structure at a distorted geometry from the Open Molecules 2025 dataset. Energies are from the ωB97M-V functional and the def2-TZVPD basis.

```
! RIJCOSX wB97M-V def2-TZVPD def2/J DEFGRID3
* xyz 0 1
O -4.631 2.242 0.694
H -4.901 3.166 0.652
Sr 0.000 0.000 0.000
N 0.235 -1.703 -0.920
N -1.571 -0.923 0.700
N 1.820 0.664 -0.364
N -0.088 1.632 1.089
O 1.182 -2.039 -1.896
O 2.826 0.115 -1.183
O -1.123 2.082 1.934
O -2.304 -0.570 1.840
C -1.679 -2.287 0.294
C -0.727 -2.699 -0.576
C 2.121 1.747 0.255
C 1.015 2.281 1.162
C -0.579 -4.085 -1.196
H 0.404 -4.492 -0.958
H -0.665 -4.019 -2.281
H -1.321 -4.798 -0.846
C -2.829 -3.115 0.862
H -3.775 -2.606 0.676
H -2.710 -3.223 1.940
H -2.902 -4.111 0.433
C 3.460 2.488 0.186
C 1.291 3.510 2.036
H 3.996 2.280 -0.741
H 4.106 2.191 1.012
H 3.330 3.569 0.223
H 0.633 3.551 2.904
H 1.141 4.427 1.467
H 2.307 3.510 2.431
H 2.414 -0.689 -1.531
H -1.900 1.604 1.587
C -3.766 1.992 -0.348
H -3.672 0.948 -0.609
H -2.860 2.580 -0.308
H -4.259 2.394 -1.234
O -0.297 0.633 -2.239
H 0.439 0.991 -1.653
H -0.332 -0.348 -2.037
C 2.047 -2.974 4.222
N 2.909 -2.822 3.062
C 4.171 -3.555 3.028
C 2.508 -2.020 1.925
N 1.341 -1.418 1.904
N 3.407 -1.961 0.804
C 4.605 -1.140 0.892
C 3.390 -3.012 -0.196
H 2.493 -3.642 4.988
H 1.081 -3.425 3.911
H 1.876 -1.984 4.692
H 4.180 -4.262 2.173
H 5.025 -2.855 2.946
H 4.337 -4.161 3.942
H 0.696 -1.478 2.702
H 5.506 -1.784 0.976
H 4.746 -0.532 -0.020
H 4.564 -0.461 1.770
H 2.478 -3.638 -0.108
H 3.466 -2.593 -1.217
H 4.276 -3.671 -0.075
*
```

The energy relative to the best compared isomer or geometry (same formula, charge and spin) comes out at 248.8 kcal per mole. Its HOMO energy (spin up / spin down) is -6.65 / -6.62 eV. Its HOMO-LUMO gap (spin up / spin down) is 5.967 / 5.937 eV.


Here is C14H33O5PRuS5 as an isolated structure from the Open Molecules 2025 dataset. Energies are from the ωB97M-V functional and the def2-TZVPD basis.

```
! RIJCOSX wB97M-V def2-TZVPD def2/J DEFGRID3
* xyz 1 6
Ru 0.505 -0.981 0.109
S 2.748 -4.110 -0.476
C 1.236 -3.892 -1.126
S 1.212 -4.484 -2.672
S -0.135 -3.259 -0.241
C 1.610 0.892 4.676
O 0.934 -0.215 4.055
P 1.229 -0.843 2.632
O 2.818 -0.881 2.638
C 3.593 -1.085 1.460
O 0.820 -2.349 2.923
C -0.534 -2.745 3.143
H 1.772 0.606 5.712
H 0.966 1.764 4.620
H 2.569 1.074 4.194
H 3.873 -2.133 1.388
H 4.470 -0.447 1.531
H 3.033 -0.806 0.548
H -0.558 -3.827 3.058
H -1.198 -2.308 2.387
H -0.845 -2.432 4.137
O 0.879 -0.667 -2.009
S -0.072 -0.224 -3.126
C -0.716 -1.706 -3.933
C 0.115 -1.949 -5.187
C 0.509 -0.567 -5.707
C 1.037 0.183 -4.491
H -1.761 -1.492 -4.161
H -0.674 -2.496 -3.182
H -0.450 -2.522 -5.921
H 1.007 -2.520 -4.929
H -0.361 -0.054 -6.123
H 1.265 -0.609 -6.489
H 1.087 1.264 -4.599
H 2.005 -0.200 -4.163
C 0.570 3.226 2.459
S -0.929 2.315 2.859
C -1.863 3.680 3.571
H 0.992 3.691 3.351
H 0.385 3.999 1.714
H 1.309 2.532 2.059
H -2.014 4.476 2.845
H -1.358 4.079 4.449
H -2.835 3.297 3.875
C 0.103 2.224 -0.854
C -1.305 1.725 -0.634
O -1.302 0.321 -0.300
C -2.575 -0.133 0.214
C -3.702 0.015 -0.783
H 0.115 3.310 -0.764
H 0.514 1.962 -1.825
H 0.787 1.839 -0.088
H -1.918 1.862 -1.528
H -1.769 2.261 0.198
H -2.772 0.411 1.144
H -2.421 -1.186 0.455
H -3.998 1.051 -0.933
H -4.573 -0.522 -0.412
H -3.429 -0.414 -1.747
*
```

Its HOMO energy (spin up / spin down) is -10.68 / -10.97 eV. Its HOMO-LUMO gap (spin up / spin down) is 8.214 / 6.603 eV. The expectation value of S² is 8.770.